{
  "formula": "C8H5N2PS",
  "method": "wB97M-V/def2-TZVPD",
  "elements": ["C", "C", "C", "C", "C", "C", "C", "C", "N", "N", "P", "S", "H", "H", "H", "H", "H"],
  "xyz": [[-1.3584, 1.1223, -2.5999], [-3.0736, -0.8960, 0.2011], [2.1118, 0.8565, 0.8847], [0.8232, 1.3778, 1.1364], [2.2352, -0.3333, 0.2231], [-0.3268, 0.6324, 0.7261], [1.1055, -1.1741, -0.0989], [-0.1090, -0.5459, 0.1076], [-1.6670, 2.1412, -2.9238], [-3.9566, -0.6951, 0.9096], [-1.5187, -1.3483, -0.6779], [-1.2491, -3.2125, -1.1901], [2.9209, 1.5074, 1.0511], [0.9071, 2.4298, 1.6018], [3.1537, -0.7850, 0.0386], [-1.3153, 1.1071, 1.0506], [1.3171, -2.1842, -0.4400]],
  "forces_ev_per_angstrom": [[1.3, -7.3, 3.0], [1.4, -0.3, -0.8], [-2.3, 0.5, -0.9], [0.6, 0.4, 0.2], [-2.2, -2.3, 0.2], [0.6, 4.4, 2.7], [2.4, 2.4, 0.7], [-1.7, -2.4, -1.1], [-1.6, 5.8, -1.9], [0.0, 0.0, -0.1], [0.2, -0.6, -0.1], [-0.9, 2.0, 0.2], [1.1, 0.3, 0.4], [-1.2, -1.9, -0.7], [1.7, -0.4, -0.3], [1.2, -1.1, -1.2], [-0.6, 0.4, -0.3]],
  "nbo_charge": [-0.03, -0.09, -0.18, -0.17, -0.18, -0.20, -0.17, -0.41, -0.54, -0.18, 1.16, -0.22, 0.22, 0.24, 0.22, 0.26, 0.25],
  "charge": 0,
  "e_tot_ev": -31475.9562,
  "relative_energy_kcal_mol": 14.8,
  "lumo_ev": [-3.7106, -3.7107]
}

---

{
  "formula": "C9H14S",
  "method": "wB97M-V/def2-TZVPD",
  "elements": ["C", "C", "C", "C", "C", "C", "C", "H", "H", "H", "H", "H", "H", "H", "H", "C", "S", "C", "H", "H", "H", "H", "H", "H"],
  "xyz": [[-1.7893, 0.9849, 1.1735], [-1.1364, 1.2048, -0.1850], [-1.6002, 0.5595, -1.3233], [-0.9074, 0.7690, -2.5125], [0.1433, 1.6694, -2.5887], [0.5641, 2.3378, -1.4440], [-0.1480, 2.1810, -0.2606], [-1.9875, 1.9420, 1.6193], [-1.0501, 0.4927, 1.8096], [-2.7249, 0.4375, 1.0785], [-2.2813, -0.2755, -1.2552], [-1.1203, 0.1899, -3.3908], [0.6504, 1.8155, -3.5327], [1.3643, 3.0605, -1.5691], [0.1600, 2.7583, 0.6014], [2.4177, -1.3313, 1.3780], [0.9289, -2.1808, 1.9875], [0.0030, -2.4814, 0.4356], [3.1514, -2.0926, 1.1397], [2.1516, -0.6950, 0.5333], [2.7592, -0.6477, 2.1540], [-0.9825, -2.0612, 0.6253], [-0.1238, -3.5505, 0.2624], [0.5465, -2.0470, -0.3814]],
  "forces_ev_per_angstrom": [[0.6, -0.2, -0.8], [-1.3, 0.7, 1.0], [1.5, -0.4, -0.1], [0.1, 0.1, -0.1], [0.1, -0.3, 0.2], [-0.6, 0.6, -0.6], [1.0, -0.4, -0.6], [-0.2, 0.5, 0.3], [-0.4, -0.3, 0.2], [0.1, -0.2, 0.2], [-0.4, 0.2, 0.1], [-0.4, -0.1, -0.3], [0.1, 0.0, 0.0], [0.0, 0.0, 0.4], [-0.2, -0.1, 0.2], [-0.6, 0.0, 0.1], [0.0, 0.1, -0.1], [-0.1, -0.5, 1.1], [0.3, 0.3, -0.2], [0.1, -0.2, -0.1], [0.1, -0.3, 0.1], [0.0, 0.2, -0.5], [0.2, 0.0, 0.0], [-0.1, 0.4, -0.4]],
  "nbo_charge": [-0.64, 0.01, -0.24, -0.20, -0.23, -0.20, -0.23, 0.22, 0.23, 0.21, 0.21, 0.21, 0.21, 0.21, 0.21, -0.74, 0.14, -0.73, 0.22, 0.22, 0.23, 0.22, 0.22, 0.22],
  "charge": 0,
  "e_tot_ev": -20394.9512,
  "relative_energy_kcal_mol": 7.7,
  "lumo_ev": 0.9303
}

---

{
  "formula": "C33H32IIrN6O5",
  "method": "wB97M-V/def2-TZVPD",
  "elements": ["Ir", "C", "C", "N", "C", "C", "C", "O", "C", "C", "N", "C", "C", "C", "C", "C", "C", "I", "C", "O", "H", "H", "H", "H", "H", "H", "H", "H", "H", "H", "H", "H", "C", "C", "C", "C", "C", "C", "N", "N", "C", "C", "C", "C", "C", "C", "H", "H", "H", "H", "H", "H", "H", "H", "H", "N", "C", "N", "C", "C", "O", "C", "C", "H", "H", "H", "H", "H", "H", "H", "H", "C", "C", "O", "O", "H", "H", "H"],
  "xyz": [[-0.0985, -0.3067, -0.4903], [-3.6773, -1.5276, 2.2765], [-3.5845, -0.0911, 1.8560], [-4.5317, 0.7310, 2.2660], [-4.4449, 2.0164, 1.9215], [-3.4433, 2.5508, 1.1332], [-3.4605, 4.0734, 1.0301], [-2.8423, 4.6801, -0.1000], [-2.4601, 1.6811, 0.6294], [-1.3708, 2.2443, -0.2839], [-0.1462, 1.5859, 0.0368], [0.9937, 2.2851, 0.3515], [1.1783, 3.6512, 0.0727], [2.3748, 4.2608, 0.3955], [3.4030, 3.5477, 1.0061], [3.2412, 2.1966, 1.3003], [2.0514, 1.5855, 0.9741], [1.6334, -0.4137, 1.3886], [-2.4967, 0.3298, 1.0478], [-1.6128, -0.6430, 0.7922], [-4.5002, -1.6418, 2.9769], [-2.7449, -1.8668, 2.7279], [-3.8538, -2.1722, 1.4110], [-5.2214, 2.6659, 2.3145], [-2.9352, 4.4766, 1.8977], [-4.4972, 4.4042, 1.1116], [-3.4590, 4.6804, -0.8372], [-1.3036, 3.3053, -0.0613], [0.4052, 4.2179, -0.4295], [2.5122, 5.3076, 0.1600], [4.3324, 4.0414, 1.2555], [4.0361, 1.6394, 1.7786], [5.2223, -0.4338, -2.3477], [4.3281, -1.3993, -1.9114], [2.9772, -1.0983, -1.8050], [2.5464, 0.1721, -2.1432], [3.4234, 1.1444, -2.6043], [4.7688, 0.8336, -2.6990], [1.1204, 0.4649, -1.9874], [0.7489, 1.4088, -2.6989], [-0.6076, 1.9229, -2.7681], [-0.8823, 2.1682, -4.1139], [-2.1547, 2.4999, -4.5476], [-3.1662, 2.6152, -3.6112], [-2.8798, 2.4669, -2.2606], [-1.6093, 2.1624, -1.7950], [6.2767, -0.6668, -2.4173], [4.6769, -2.3910, -1.6565], [2.2568, -1.8448, -1.5030], [3.0556, 2.1252, -2.8697], [5.4667, 1.5822, -3.0496], [-0.0711, 2.0428, -4.8192], [-2.3451, 2.6616, -5.5997], [-4.1787, 2.8401, -3.9223], [-3.6764, 2.5707, -1.5347], [-1.6302, -0.4972, -1.8148], [-2.3300, -1.3251, -2.2231], [-3.1466, -2.2461, -2.6158], [-3.6611, -2.3617, -3.9892], [-5.1700, -2.5212, -3.9097], [-5.5232, -3.5950, -3.0601], [-5.0876, -3.3831, -1.7284], [-3.5756, -3.2992, -1.6727], [-3.2091, -3.2385, -4.4571], [-3.3852, -1.4721, -4.5527], [-5.5687, -2.7532, -4.8955], [-5.6265, -1.5899, -3.5513], [-5.4405, -4.2264, -1.1380], [-5.5293, -2.4610, -1.3299], [-3.1283, -4.2413, -1.9963], [-3.2140, -3.0515, -0.6754], [0.3376, -4.5858, -0.5758], [0.3582, -3.1602, -0.0854], [0.6578, -2.8806, 1.0689], [0.0930, -2.2792, -1.0228], [-0.0072, -5.2420, 0.2198], [1.3600, -4.8756, -0.8254], [-0.2737, -4.6992, -1.4677]],
  "forces_ev_per_angstrom": [[-0.2, 0.4, -0.2], [0.1, 0.0, 0.0], [-0.1, 0.0, 0.1], [0.2, 0.0, -0.1], [-0.1, 0.1, 0.0], [-0.1, 0.0, 0.0], [0.1, 0.0, 0.0], [-0.1, 0.0, 0.0], [0.0, -0.3, 0.0], [-0.1, 0.1, -0.1], [0.3, 0.3, -0.4], [-0.1, -0.1, 0.3], [0.0, 0.1, 0.0], [0.0, 0.0, 0.0], [0.0, 0.0, 0.0], [-0.1, 0.1, -0.1], [0.0, 0.0, 0.1], [0.3, -0.2, 0.2], [0.2, 0.0, -0.2], [0.2, -0.2, 0.2], [0.0, 0.0, 0.0], [0.0, 0.0, 0.0], [0.0, 0.0, 0.0], [0.0, 0.0, 0.0], [0.1, 0.0, 0.0], [0.0, 0.0, 0.1], [0.0, 0.0, 0.0], [0.0, 0.0, 0.0], [0.0, 0.0, 0.0], [0.0, 0.0, 0.0], [0.0, 0.0, 0.0], [0.0, 0.0, 0.0], [0.0, 0.0, 0.0], [-0.1, 0.0, 0.0], [0.1, -0.1, -0.1], [-0.6, -0.1, 0.0], [0.1, 0.1, 0.1], [0.0, 0.0, 0.0], [0.7, 0.0, 0.1], [-0.6, 0.3, 0.1], [0.4, -0.2, 0.0], [-0.2, 0.0, -0.1], [0.1, 0.0, 0.0], [-0.1, 0.0, 0.1], [0.0, 0.1, -0.1], [0.1, 0.1, 0.0], [0.0, 0.0, 0.0], [0.0, 0.0, 0.0], [0.0, 0.0, 0.0], [0.0, 0.0, 0.0], [0.0, 0.0, 0.0], [0.0, 0.0, 0.0], [0.0, 0.0, 0.0], [0.0, 0.0, 0.0], [0.0, 0.0, 0.0], [-0.3, -0.4, 0.1], [0.1, 0.2, -0.2], [0.0, 0.0, 0.0], [0.0, 0.0, 0.1], [0.0, 0.0, 0.0], [0.1, 0.0, 0.0], [-0.1, 0.0, 0.0], [0.0, 0.1, -0.1], [0.0, 0.0, 0.0], [0.0, 0.0, 0.0], [0.0, 0.0, 0.0], [0.0, 0.0, 0.0], [0.0, 0.0, 0.0], [0.0, 0.0, 0.0], [0.0, 0.0, 0.0], [0.0, 0.0, 0.0], [0.0, 0.0, 0.1], [0.0, 0.2, -0.6], [0.1, 0.0, 0.1], [-0.2, -0.5, 0.5], [0.0, 0.0, 0.0], [0.0, 0.0, 0.0], [0.0, 0.0, 0.0]],
  "lowdin_spin": [0.15, 0.00, 0.01, 0.00, 0.00, 0.00, 0.00, 0.00, 0.02, 0.03, 0.42, 0.02, 0.09, -0.01, 0.11, -0.01, 0.09, 0.01, 0.01, 0.00, 0.00, 0.00, 0.00, 0.00, 0.00, 0.00, 0.00, 0.00, 0.00, 0.00, 0.01, 0.00, 0.00, 0.00, 0.00, 0.00, 0.00, 0.00, 0.00, 0.00, 0.00, 0.00, 0.00, 0.00, 0.00, 0.01, 0.00, 0.00, 0.00, 0.00, 0.00, 0.00, 0.00, 0.00, 0.00, 0.00, 0.00, 0.00, 0.00, 0.00, 0.00, 0.00, 0.00, 0.00, 0.00, 0.00, 0.00, 0.00, 0.00, 0.00, 0.00, 0.00, 0.00, 0.00, 0.00, 0.00, 0.00, 0.00],
  "spin_multiplicity": 2,
  "s_squared": 0.78,
  "charge": 1,
  "e_tot_ev": -64850.5972,
  "relative_energy_kcal_mol": 13.5,
  "lumo_ev": [-3.5636, -5.0207]
}